(1)
19
Properties=species:S:1:pos:R:3:forces:R:3 method="wB97M-V/def2-TZVPD" e_homo_ha=-0.34665 multiplicity=1 charge=0 energy_ha=-565.5158 largest_force_ev_per_a=3.2
H 0.16422 -2.34817 2.83729 0.448 1.589 -1.408
N 0.59762 -1.66930 2.12136 -1.545 -1.857 1.059
C -0.25498 -1.13701 1.32338 2.412 1.419 0.684
N -1.58698 -1.17651 1.42882 0.503 -1.288 -0.420
C -2.56264 -0.50153 1.26607 0.305 -0.599 0.504
N -3.63598 -0.02630 1.36630 -2.417 1.008 0.230
C 0.42645 -0.26396 0.25607 0.014 -0.239 -0.433
C 1.75276 -0.66425 0.04357 -0.023 0.882 -1.570
C 2.53485 -0.11194 -0.99299 -2.988 1.022 -0.168
C 1.87228 0.73197 -1.92489 1.243 0.780 -0.559
C 0.61288 1.27735 -1.62859 -0.274 0.111 -1.406
C -0.10909 0.79089 -0.55808 -0.413 -1.423 0.967
C -1.45456 1.32837 -0.42154 0.372 0.628 0.881
N -2.42611 1.90795 -0.18684 0.541 -0.338 -0.706
H -4.02579 0.65241 0.74033 -0.149 0.096 -0.110
H 2.10185 -1.52453 0.57352 0.324 0.089 0.511
H 3.56728 -0.29539 -1.05831 1.030 -0.650 -0.417
H 2.38434 1.01500 -2.90858 -0.673 -0.227 1.727
H 0.04160 2.01494 -2.27690 1.288 -1.003 0.634



(2)
20
Properties=species:S:1:pos:R:3:forces:R:3 method="wB97M-V/def2-TZVPD" e_homo_ha=-0.29775 multiplicity=1 charge=0 energy_ha=-3834.2471 largest_force_ev_per_a=1.4
Cl -4.01022 -0.47662 -0.93122 0.083 0.031 0.079
C -3.34119 -0.21506 0.63605 -0.142 0.029 0.250
Br -4.39724 -0.89370 2.06110 0.145 0.074 -0.207
C -2.18455 0.41226 0.83355 -0.585 -0.217 -0.514
C -1.58139 0.71468 2.10208 0.418 0.171 0.433
C -0.25912 0.93745 2.22677 -0.595 -0.108 0.286
C 0.67359 0.72139 1.15590 0.198 -0.461 -0.639
C 0.53133 -0.26753 0.24935 0.038 0.373 1.003
C 1.40299 -0.42531 -0.87118 0.267 -0.910 -0.974
N 2.25245 0.44801 -1.30737 -0.268 0.638 0.687
C 2.89583 0.03092 -2.41041 0.179 -0.609 -0.558
C 2.55280 -1.21062 -2.85708 -0.121 -0.041 0.151
S 1.35089 -1.89918 -1.84451 0.276 0.868 0.222
H -1.63845 0.72788 -0.04821 -0.157 0.006 -0.064
H -2.23759 0.80945 2.95603 0.017 0.065 0.092
H 0.13818 1.29999 3.16372 -0.035 0.030 0.148
H 1.52980 1.37714 1.08452 0.106 0.065 -0.114
H -0.22550 -1.02866 0.37580 -0.094 0.023 0.055
H 3.61519 0.68323 -2.87119 0.164 0.032 -0.138
H 2.93219 -1.74573 -3.70369 0.106 -0.061 -0.198



(3)
19
Properties=species:S:1:pos:R:3:forces:R:3 method="wB97M-V/def2-TZVPD" e_homo_ha=-0.26784 multiplicity=1 charge=0 energy_ha=-511.3404 largest_force_ev_per_a=3.7 smiles=c1ccc2c3n[nH][nH]c-3cc2c1
C -1.96747 2.16610 -1.56584 0.826 -1.361 1.342
C -2.56270 2.00858 -0.30044 -0.110 -0.688 -0.171
C -2.22448 0.90636 0.52170 0.113 1.344 -0.515
C -1.21088 0.09381 0.09232 -0.111 -0.800 0.583
C -0.61840 -1.07765 0.72835 -1.779 -0.320 2.500
N -0.80421 -1.83074 1.79011 1.503 0.222 -0.633
N 0.05474 -2.90213 1.62718 -0.854 -1.073 0.091
N 0.83670 -2.79501 0.44551 -0.249 1.308 -0.271
C 0.28385 -1.66353 -0.14314 1.945 -0.746 -3.079
C 0.27632 -1.01608 -1.34456 0.777 0.331 -0.892
C -0.60077 0.17782 -1.17906 -0.304 -0.407 0.562
C -0.97198 1.24750 -1.97835 -0.032 0.018 -0.801
H -2.25238 2.98804 -2.17934 -0.097 0.416 -0.447
H -3.34613 2.68525 0.02520 0.114 -0.002 -0.092
H -2.68502 0.72690 1.48495 -0.077 0.160 -0.047
H 0.56972 -3.24415 2.43453 -0.333 0.531 -0.062
H 0.99115 -3.62108 -0.14876 -0.522 0.380 0.841
H 0.82909 -1.27711 -2.27248 -0.459 0.289 0.930
H -0.49155 1.28766 -2.95974 -0.351 0.398 0.162



(4)
19
Properties=species:S:1:pos:R:3:forces:R:3 method="wB97M-V/def2-TZVPD" e_homo_ha="-0.28117 / -0.28114" multiplicity=1 charge=0 energy_ha=-510.9839 largest_force_ev_per_a=13.6
C 3.17071 1.69636 -1.20775 -0.797 0.578 0.202
C -3.71189 -0.23499 -1.26992 0.141 -0.538 -0.395
C 1.60759 -2.25156 0.92971 6.683 0.478 -1.763
C 1.98206 1.54003 -0.93760 4.767 0.175 -1.930
C -2.57609 -0.01714 -0.93709 -0.330 0.994 0.547
C 0.55136 -2.45444 1.30542 -12.992 -3.167 2.390
C -0.35065 0.98176 -0.97780 -3.093 -1.526 -1.151
C 0.82715 1.00125 -0.42121 -0.612 0.440 1.133
C 0.79960 0.93191 0.98887 -3.839 -1.963 3.809
N -1.15382 -0.27201 1.01945 -1.578 0.032 -2.961
N -1.54968 0.52915 -0.28255 2.211 -0.445 0.283
N -0.28543 0.44585 1.66804 5.437 2.268 0.508
H 4.22960 1.97484 -1.42406 -1.736 -0.444 0.251
H -4.56331 -0.66351 -1.71451 -0.444 -0.155 -0.166
H 2.59932 -2.53989 0.80921 1.269 0.512 -0.453
H -0.43699 1.28437 -2.00819 -0.704 0.027 -0.117
H -0.74677 -2.83895 1.41352 5.323 1.696 -0.193
H 1.61862 1.42336 1.49454 -0.382 -0.123 0.682
H -2.01139 -0.53642 1.55192 0.676 1.161 -0.677



Repeat the fourth record exactly.
19
Properties=species:S:1:pos:R:3:forces:R:3 method="wB97M-V/def2-TZVPD" e_homo_ha="-0.28117 / -0.28114" multiplicity=1 charge=0 energy_ha=-510.9839 largest_force_ev_per_a=13.6
C 3.17071 1.69636 -1.20775 -0.797 0.578 0.202
C -3.71189 -0.23499 -1.26992 0.141 -0.538 -0.395
C 1.60759 -2.25156 0.92971 6.683 0.478 -1.763
C 1.98206 1.54003 -0.93760 4.767 0.175 -1.930
C -2.57609 -0.01714 -0.93709 -0.330 0.994 0.547
C 0.55136 -2.45444 1.30542 -12.992 -3.167 2.390
C -0.35065 0.98176 -0.97780 -3.093 -1.526 -1.151
C 0.82715 1.00125 -0.42121 -0.612 0.440 1.133
C 0.79960 0.93191 0.98887 -3.839 -1.963 3.809
N -1.15382 -0.27201 1.01945 -1.578 0.032 -2.961
N -1.54968 0.52915 -0.28255 2.211 -0.445 0.283
N -0.28543 0.44585 1.66804 5.437 2.268 0.508
H 4.22960 1.97484 -1.42406 -1.736 -0.444 0.251
H -4.56331 -0.66351 -1.71451 -0.444 -0.155 -0.166
H 2.59932 -2.53989 0.80921 1.269 0.512 -0.453
H -0.43699 1.28437 -2.00819 -0.704 0.027 -0.117
H -0.74677 -2.83895 1.41352 5.323 1.696 -0.193
H 1.61862 1.42336 1.49454 -0.382 -0.123 0.682
H -2.01139 -0.53642 1.55192 0.676 1.161 -0.677